41
Properties=species:S:1:pos:R:3:forces:R:3 method="wB97M-V/def2-TZVPD" smiles="CCCc1cnc2c(N)c(CON=O)c([C@H](F)CC)cc2n1" e_homo_ev=-8.41 multiplicity=1
C -1.88833 4.47027 1.29770 0.211 -1.210 0.411
C -3.45373 3.95444 1.52802 0.552 -0.146 0.499
C -4.01072 3.06140 0.22804 -0.055 0.105 0.246
C -2.82666 2.06308 -0.38694 1.999 -1.890 -0.049
C -2.59772 1.93959 -1.99363 1.748 -1.280 0.741
N -1.55675 1.11268 -2.69625 -1.696 1.149 7.222
C -0.73451 0.40658 -1.65619 1.049 -1.107 0.512
C 0.51165 -0.55128 -2.22193 0.777 -0.572 2.254
N 0.69688 -0.65278 -3.75038 -1.238 0.462 2.249
C 1.54111 -1.39571 -1.25051 -3.211 2.313 0.057
C 2.75352 -2.29483 -1.94206 -2.371 -0.341 0.087
O 4.05929 -1.60999 -1.96713 -1.076 -0.941 0.044
N 3.84915 -0.28248 -2.10401 3.134 2.277 -2.026
O 4.82764 0.27147 -2.61316 -3.044 -1.959 1.971
C 1.30671 -1.32358 0.39506 -2.798 2.726 -1.281
C 2.26381 -2.10832 1.48291 -0.653 0.494 -0.262
F 3.71308 -1.92676 1.12787 -3.177 -0.504 0.569
C 1.87273 -3.72342 1.61313 0.722 0.345 0.159
C 1.40198 -4.08631 3.17529 0.600 -0.730 -0.250
C 0.06058 -0.39520 0.97869 1.966 -1.043 -3.223
C -0.94085 0.46047 -0.04457 0.194 -0.055 -0.051
N -2.00498 1.29619 0.60896 0.155 0.370 -6.380
H -1.21190 3.58271 1.71028 -1.335 1.964 -1.019
H -1.61025 5.41096 1.94136 -0.752 -1.704 -1.480
H -1.60905 4.58606 0.15511 -0.691 0.061 2.397
H -4.18253 4.85570 1.79234 1.481 -1.950 -0.947
H -3.42129 3.28537 2.51252 -0.213 1.280 -2.292
H -4.43746 3.80899 -0.59747 1.294 -1.730 1.588
H -4.96044 2.42962 0.57561 2.260 1.133 -0.759
H -3.31644 2.59173 -2.68781 1.827 -1.683 1.628
H 1.04370 0.25241 -4.14154 -0.447 -0.929 0.702
H -0.26459 -0.81427 -4.16174 1.466 0.422 0.681
H 2.46303 -2.52453 -3.06888 0.468 0.635 2.489
H 2.81209 -3.31121 -1.35396 0.378 2.246 -1.070
H 2.10637 -1.55606 2.52485 0.513 -1.252 -2.323
H 1.03613 -4.00565 0.84481 1.559 0.730 1.519
H 2.84892 -4.33647 1.30666 -2.121 1.396 0.794
H 1.50586 -3.16194 3.90408 -0.383 -1.897 -1.632
H 2.13277 -4.92681 3.58046 -1.591 1.788 -0.768
H 0.31368 -4.54149 3.19506 2.231 1.166 0.003
H -0.09247 -0.31063 2.15937 0.269 -0.136 -3.008